1.
# C19H26GaN4SSe2

C19H26GaN4SSe2 as an isolated structure (ωB97M-V/def2-TZVPD, the Open Molecules 2025 dataset).

Each line ends with the Löwdin charge.
Cartesian coordinates (Å):
Ga -0.25 0.48 0.93  0.17
C 3.77 -0.65 -0.23  0.00
C 2.33 -0.24 -0.17  -0.23
N 1.80 0.34 0.86  -0.04
N 2.54 0.62 1.94  0.03
C 1.89 1.22 2.92  -0.79
N 2.61 1.51 4.02  0.10
S 0.21 1.67 2.95  0.72
C 1.42 -0.47 -1.29  -0.19
C 1.84 -0.98 -2.52  0.03
C 0.92 -1.11 -3.54  -0.01
C -0.40 -0.75 -3.32  -0.02
C -0.74 -0.26 -2.08  -0.11
N 0.15 -0.11 -1.10  0.02
H 4.26 -0.39 0.70  0.07
H 4.28 -0.17 -1.06  0.10
H 3.83 -1.73 -0.37  0.10
H 3.58 1.28 4.05  0.12
H 2.16 1.93 4.81  0.10
H 2.88 -1.26 -2.66  0.12
H 1.23 -1.49 -4.51  0.12
H -1.14 -0.86 -4.10  0.12
H -1.76 0.03 -1.84  0.12
C -4.61 0.56 0.20  -0.35
Se -3.07 1.60 0.81  0.95
C -3.07 2.97 -0.58  -0.53
C -1.90 3.90 -0.35  -0.52
Se -0.17 2.98 -0.56  0.96
C 0.85 4.21 0.55  -0.36
H -4.54 0.38 -0.87  0.03
H -5.51 1.10 0.45  0.03
H -4.59 -0.38 0.74  0.02
H -4.01 3.52 -0.51  0.08
H -3.01 2.48 -1.56  0.07
H -1.92 4.31 0.66  0.08
H -1.90 4.71 -1.07  0.08
H 0.66 4.00 1.59  -0.01
H 0.56 5.22 0.28  0.04
H 1.90 4.05 0.32  0.03
C -1.13 -1.25 1.53  -0.19
C -0.55 -2.42 0.80  -0.32
C 0.71 -2.91 1.15  -0.06
C 1.27 -3.98 0.47  -0.08
C 0.58 -4.58 -0.57  -0.09
C -0.67 -4.10 -0.94  -0.08
C -1.22 -3.02 -0.26  -0.06
H -0.96 -1.32 2.60  0.07
H -2.21 -1.18 1.36  0.03
H 1.25 -2.45 1.98  0.12
H 2.24 -4.36 0.76  0.11
H 1.00 -5.44 -1.09  0.10
H -1.21 -4.56 -1.75  0.11
H -2.20 -2.65 -0.54  0.11

Output
Gap between HOMO and LUMO   7.22 eV
Relative energy (zero: lowest compared OMol25 entry of this formula, charge and spin)   0.3696 eV
E_HOMO   -10.6461 eV
Net charge   +1


2.
# C6H10O

One molecule with the formula C6H10O in a non-equilibrium geometry (ωB97M-V/def2-TZVPD, the Open Molecules 2025 dataset).

Each line ends with the Löwdin charge.
Cartesian coordinates (Å):
C -2.56 -0.63 0.25  -0.07
C -1.89 0.44 0.34  -0.05
C -0.10 0.58 -0.05  -0.39
O 0.27 1.89 -0.12  0.05
C 0.27 -0.53 -1.06  -0.02
C 0.86 -0.48 0.35  -0.28
C 2.29 -0.04 0.47  -0.07
H -3.64 -0.70 0.59  0.08
H -2.23 -1.59 -0.14  0.05
H -2.17 1.44 0.70  0.09
H -0.27 2.21 -0.78  0.07
H 1.07 -0.15 -1.65  0.10
H -0.40 -1.22 -1.31  0.04
H 0.55 -1.33 0.99  0.15
H 2.49 0.76 -0.27  0.10
H 2.96 -0.69 0.11  0.02
H 2.49 0.03 1.59  0.12

Output
Gap between HOMO and LUMO   9.94 eV
SMILES   C=C[C@]1(O)C[C@H]1C
Relative energy (zero: lowest compared OMol25 entry of this formula, charge and spin)   3.5634 eV
E_HOMO   -8.9399 eV
Net charge   0


3.
# C4H10N3

A 2-piece molecular cluster, C4H10N3 overall in a non-equilibrium geometry (ωB97M-V/def2-TZVPD, the Open Molecules 2025 dataset).

Each line ends with the Löwdin charge.
Cartesian coordinates (Å):
C -2.10 1.45 0.48  0.03
C -2.58 1.36 -0.62  0.07
C -0.10 -1.45 -0.07  -0.16
C 2.37 0.88 0.23  -0.09
N 0.41 -0.30 -0.14  0.02
N -1.38 -1.65 0.19  0.15
N 1.68 -0.15 -0.45  -0.09
H -1.54 1.37 1.39  0.06
H -3.24 1.26 -1.35  0.00
H 0.70 -2.16 -0.33  0.18
H 3.36 0.49 0.51  0.09
H 2.53 1.82 -0.38  0.11
H 1.97 1.19 1.22  0.10
H -0.27 0.40 0.13  0.11
H -1.84 -2.56 0.08  0.15
H -2.08 -0.92 -0.12  0.11
H 2.12 -1.03 -0.77  0.17

Output
Gap between HOMO and LUMO   9.80 eV
Relative energy (zero: lowest compared OMol25 entry of this formula, charge and spin)   5.0192 eV
E_HOMO   -13.0688 eV
Net charge   +1


4.
# C4H6O4

C4H6O4 as an isolated structure in a non-equilibrium geometry (ωB97M-V/def2-TZVPD, the Open Molecules 2025 dataset).

Each line ends with the Löwdin charge.
Cartesian coordinates (Å):
C 0.96 -0.87 -0.19  -0.25
C -0.42 -0.90 -0.35  -0.41
C -1.28 0.09 0.45  -0.27
C -0.81 1.40 -0.40  -0.17
H 1.62 -1.48 2.13  0.38
H 1.49 -0.37 -1.13  0.18
H 1.22 -2.20 -0.31  0.22
H -1.27 1.40 -1.36  0.13
H -1.00 2.26 0.29  0.14
H 0.93 1.38 0.35  0.19
O 1.31 -0.27 1.13  -0.22
O -1.12 -1.60 -1.12  0.09
O -2.17 -0.18 1.19  0.15
O 0.55 1.33 -0.69  -0.14

Output
Gap between HOMO and LUMO   6.89 eV
Relative energy (zero: lowest compared OMol25 entry of this formula, charge and spin)   8.5815 eV
E_HOMO   -8.9385 eV
Net charge   0


5.
# C3H3N3O

One molecule with the formula C3H3N3O (ωB97M-V/def2-TZVPD, the Open Molecules 2025 dataset).

Each line ends with the Löwdin charge.
Cartesian coordinates (Å):
O 1.85 -0.49 0.16  0.13
C 0.57 -0.12 0.10  -0.34
C 0.24 1.23 0.06  -0.08
N -1.00 1.62 -0.22  0.02
N -1.98 0.75 -0.37  -0.06
C -1.81 -0.59 -0.19  -0.13
N -0.47 -0.96 0.02  0.08
H 1.98 -1.45 0.27  0.13
H 1.00 1.99 0.20  0.12
H -0.40 -1.97 -0.02  0.13

Output
Gap between HOMO and LUMO   8.37 eV
Relative energy (zero: lowest compared OMol25 entry of this formula, charge and spin)   3.7771 eV
E_HOMO   -8.5833 eV
Net charge   0


6.
# C6H9NS

One molecule with the formula C6H9NS in a non-equilibrium geometry (ωB97M-V/def2-TZVPD, the Open Molecules 2025 dataset).

Each line ends with the Löwdin charge.
Cartesian coordinates (Å):
H -0.19 3.25 0.39  0.05
N 0.54 2.65 0.00  0.11
C 0.35 1.39 0.04  -0.35
C 1.34 0.45 -0.50  -0.17
C 0.67 -0.89 -1.00  -0.18
C -0.11 -1.67 0.18  -0.21
C -1.20 -0.75 0.63  -0.62
S -2.18 0.22 -0.57  0.82
C -1.08 0.69 0.82  -0.41
H 1.86 0.85 -1.38  0.11
H 2.14 0.53 0.34  0.16
H -0.10 -0.75 -1.85  0.11
H 1.48 -1.64 -1.18  0.10
H -0.30 -2.66 -0.15  0.10
H 0.39 -1.72 1.18  0.13
H -1.96 -1.22 1.47  0.16
H -1.65 1.28 1.58  0.10

Output
Gap between HOMO and LUMO   9.37 eV
SMILES   [H]/N=C1/CCC[C@@H]2S[C@H]12
Relative energy (zero: lowest compared OMol25 entry of this formula, charge and spin)   2.5058 eV
E_HOMO   -8.5343 eV
Net charge   0


7.
# C10H7NO2S

One molecule with the formula C10H7NO2S in a non-equilibrium geometry (ωB97M-V/def2-TZVPD, the Open Molecules 2025 dataset).

Each line ends with the Löwdin charge.
Cartesian coordinates (Å):
C -3.02 -0.62 -0.40  -0.06
C -2.23 -1.10 0.59  -0.04
C -2.60 0.66 -1.09  -0.01
C 3.12 0.23 0.11  -0.13
C -0.94 -0.50 1.02  -0.23
C -1.46 1.17 -0.65  -0.10
C 3.14 1.53 -0.23  -0.41
C 1.83 -0.19 0.32  -0.18
C 0.83 0.73 0.10  -0.39
C 1.23 -1.57 0.39  -0.43
N -0.54 0.57 0.20  -0.03
O 1.77 -2.57 -0.05  0.11
O -0.04 -1.61 0.73  0.07
S 1.59 2.22 -0.53  1.07
H -3.83 -1.21 -0.82  0.10
H -2.32 -2.11 0.99  0.12
H -2.97 1.07 -1.94  0.07
H 4.05 -0.31 0.50  0.16
H -0.86 -0.24 2.11  0.19
H -0.84 1.90 -1.06  0.05
H 4.09 1.96 -0.30  0.06

Output
Multiplicity   3
Gap between HOMO and LUMO (alpha / beta)   5.98 / 6.45 eV
E_HOMO (alpha / beta)   -5.4079 / -8.8529 eV
Net charge   0


8.
# C40H44Br2N5O6P2Sr

C40H44Br2N5O6P2Sr as an isolated structure in a non-equilibrium geometry (ωB97M-V/def2-TZVPD, the Open Molecules 2025 dataset).

Each line ends with the Löwdin charge.
Cartesian coordinates (Å):
Sr 0.34 -0.67 -0.82  1.36
O -3.55 -1.17 -2.76  0.17
C -2.33 -0.86 -2.35  -0.49
O -1.90 -1.13 -1.26  -0.06
C -1.52 -0.14 -3.36  -0.21
C -1.96 0.20 -4.64  0.05
C -1.06 0.84 -5.48  0.00
C 0.23 1.11 -5.03  0.04
C 0.56 0.75 -3.72  -0.19
N -0.31 0.15 -2.92  0.00
C 1.87 0.96 -3.03  -0.45
O 2.82 1.63 -3.66  0.19
O 2.05 0.54 -1.92  -0.01
H -4.03 -1.64 -2.06  0.16
H -2.96 -0.03 -4.96  0.13
H -1.35 1.12 -6.48  0.13
H 0.94 1.58 -5.69  0.12
H 2.57 1.94 -4.54  0.12
O -1.60 -0.89 1.70  -0.10
C -2.12 -2.09 2.20  -0.18
C -1.51 -3.34 1.58  -0.25
C -1.73 -4.60 2.13  -0.01
C -1.22 -5.71 1.50  -0.05
C -0.51 -5.53 0.32  -0.03
C -0.34 -4.24 -0.15  -0.11
N -0.81 -3.17 0.46  0.10
H -0.65 -0.89 1.91  0.02
H -3.19 -2.09 1.97  0.14
H -2.01 -2.14 3.29  0.13
H -2.31 -4.70 3.04  0.12
H -1.37 -6.70 1.91  0.11
H -0.10 -6.37 -0.22  0.11
H 0.19 -4.06 -1.08  0.09
Br 3.74 -3.63 1.48  0.84
C 3.44 -3.74 -0.38  -0.58
C 4.13 -4.70 -1.11  -0.17
C 3.82 -4.88 -2.44  -0.62
Br 4.75 -6.23 -3.41  0.77
C 2.79 -4.14 -3.05  -0.19
C 2.33 -4.37 -4.37  -0.02
C 1.26 -3.66 -4.84  -0.04
C 0.65 -2.72 -3.99  -0.13
N 1.07 -2.46 -2.78  0.07
C 2.13 -3.14 -2.29  -0.17
C 2.47 -2.88 -0.91  -0.46
O 1.87 -2.00 -0.22  -0.39
H 4.87 -5.31 -0.64  0.10
H 2.82 -5.11 -4.98  0.08
H 0.88 -3.82 -5.83  0.11
H -0.23 -2.19 -4.34  0.10
C -3.01 1.70 -0.65  -0.24
P -1.21 1.93 -0.44  1.03
C -1.23 2.24 1.37  -0.41
N -2.35 2.74 1.83  0.13
C -2.46 2.97 3.15  -0.20
C -3.65 3.51 3.68  0.00
C -3.74 3.75 5.02  -0.06
C -2.67 3.46 5.88  -0.06
C -1.51 2.93 5.40  0.00
C -1.38 2.66 4.02  -0.19
N -0.25 2.11 3.53  0.14
C -0.16 1.89 2.24  -0.40
P 1.39 1.13 1.58  1.03
C 2.40 2.67 1.66  -0.22
C 2.20 0.17 2.99  -0.70
C 2.40 0.92 4.31  -0.09
C 1.39 -1.09 3.24  -0.10
C 3.55 -0.23 2.40  -0.13
C -0.98 3.70 -1.14  -0.69
C -1.71 4.78 -0.36  -0.08
C 0.51 4.02 -1.14  -0.09
C -1.49 3.67 -2.58  -0.09
H -3.56 2.59 -0.32  0.04
H -3.30 0.86 -0.03  0.05
H -3.25 1.48 -1.69  0.03
H -4.46 3.73 3.00  0.12
H -4.65 4.16 5.43  0.11
H -2.77 3.66 6.94  0.11
H -0.67 2.70 6.05  0.12
H 2.26 3.15 2.63  0.05
H 2.12 3.36 0.87  0.00
H 3.45 2.41 1.53  0.04
H 1.46 1.31 4.69  0.05
H 3.11 1.75 4.21  0.08
H 2.81 0.23 5.03  0.09
H 0.42 -0.86 3.69  0.08
H 1.93 -1.74 3.93  0.09
H 1.26 -1.64 2.30  0.05
H 4.21 0.62 2.24  0.07
H 3.40 -0.73 1.44  0.04
H 4.06 -0.92 3.07  0.08
H -1.36 4.84 0.67  0.08
H -2.79 4.62 -0.34  0.07
H -1.53 5.75 -0.84  0.09
H 0.82 4.31 -0.14  0.06
H 0.72 4.86 -1.80  0.09
H 1.12 3.17 -1.46  0.06
H -2.57 3.56 -2.62  0.08
H -1.03 2.86 -3.15  0.05
H -1.24 4.61 -3.08  0.09

Output
Gap between HOMO and LUMO   5.49 eV
E_HOMO   -9.2225 eV
Net charge   +1